# 1
Entry from the OMol25 dataset: a single C4H7N molecule at a distorted geometry (ωB97M-V with the def2-TZVPD basis set).

As for the SMILES: CC(C)C#N. The HOMO-LUMO gap comes out at 12.2011 eV. For the strongest force on any atom, the calculation gives 0.061 hartree/bohr.

The geometry in XYZ format:
```
12
C4H7N, DFT ωB97M-V with the def2-TZVPD basis set
C -0.587 1.072 -0.603
C -0.050 0.071 0.475
C 1.056 -0.810 -0.163
C -1.034 -0.765 1.117
N -1.835 -1.545 1.466
H -1.124 0.572 -1.394
H 0.201 1.682 -1.072
H -1.246 1.794 -0.062
H 0.556 0.724 1.202
H 1.671 -0.016 -0.753
H 1.788 -1.193 0.639
H 0.603 -1.585 -0.851
```

=====

# 2
Entry from the OMol25 dataset: a single C4H9NO molecule (ωB97M-V with the def2-TZVPD basis set).

As for the SMILES: COC[C@H]1CN1. The HOMO-LUMO gap comes out at 10.3599 eV. For the strongest force on any atom, the calculation gives 0.006 hartree/bohr.

The geometry in XYZ format:
```
15
C4H9NO, DFT ωB97M-V with the def2-TZVPD basis set
C -0.747 -2.064 -0.533
O -0.027 -0.877 -0.335
C -0.783 0.145 0.267
C 0.061 1.402 0.300
C 1.500 1.294 0.613
N 1.052 1.620 -0.742
H -1.609 -1.906 -1.196
H -1.107 -2.481 0.416
H -0.066 -2.777 -1.001
H -1.078 -0.143 1.291
H -1.708 0.322 -0.306
H -0.484 2.297 0.598
H 1.889 0.295 0.797
H 2.008 2.097 1.141
H 1.100 0.776 -1.311
```

=====

# 3
Entry from the OMol25 dataset: a molecular structure, C5H11BNO5P at a distorted geometry (ωB97M-V with the def2-TZVPD basis set).

The HOMO-LUMO gap comes out at 3.6261 eV. For the strongest force on any atom, the calculation gives 0.071 hartree/bohr. The total charge is -2.

The geometry in XYZ format:
```
24
C5H11BNO5P, DFT ωB97M-V with the def2-TZVPD basis set
C -0.423 -0.269 -2.456
B 0.804 0.152 -1.665
O 2.032 0.318 -2.242
C 0.544 0.288 -0.114
C 0.923 -0.732 0.668
N 1.056 -0.345 1.935
C 0.865 1.047 2.108
C 0.737 1.578 0.665
H -0.456 -1.338 -2.310
H -1.276 0.122 -1.945
H -0.469 -0.094 -3.515
H 2.610 0.717 -1.594
H -0.712 0.128 -0.025
H 1.031 -1.715 0.307
H 1.249 -0.953 2.692
H 1.801 1.447 2.482
H 0.114 1.345 2.805
H 1.683 2.013 0.414
H -0.103 2.229 0.632
O -3.430 -1.410 -0.935
P -2.450 -1.233 0.235
O -3.044 -1.543 1.622
O -1.961 0.315 0.251
O -1.125 -2.068 -0.015
```

=====

# 4
Entry from the OMol25 dataset: 14 unconnected molecules or ions with the total composition C47H96B6F24N10O6 at a distorted geometry (ωB97M-V with the def2-TZVPD basis set).

The HOMO-LUMO gap comes out at 4.2103 eV. For the strongest force on any atom, the calculation gives 0.120 hartree/bohr. The total charge is +4.

The geometry in XYZ format:
```
189
C47H96B6F24N10O6, DFT ωB97M-V with the def2-TZVPD basis set
C 7.208 5.732 10.649
C 8.562 5.369 11.152
O 9.534 6.111 11.181
N 8.763 3.874 11.133
H 8.783 3.605 12.106
H 7.962 3.469 10.668
C 10.042 3.447 10.427
H 6.805 5.247 9.760
H 7.373 6.801 10.509
H 6.465 5.635 11.440
H 10.819 4.096 10.831
H 9.918 3.633 9.360
H 10.225 2.389 10.614
C -0.090 13.595 19.866
N 1.173 12.952 19.469
C 2.158 12.893 20.363
C 3.357 12.237 19.991
C 3.409 11.484 18.781
C 2.330 11.639 17.919
C 1.184 12.327 18.309
C 4.604 10.735 18.444
C 5.099 10.592 17.085
C 6.131 9.653 16.807
N 6.791 9.096 17.809
C 6.384 9.270 19.091
C 5.248 9.996 19.415
C 7.924 8.202 17.623
H -0.884 12.853 19.950
H -0.524 14.168 19.045
H 0.049 14.127 20.807
H 2.004 13.291 21.355
H 4.163 12.178 20.707
H 2.415 11.065 17.008
H 0.319 12.414 17.667
H 4.604 10.958 16.198
H 6.465 9.435 15.804
H 6.903 8.671 19.825
H 4.899 9.927 20.434
H 7.723 7.498 16.816
H 8.249 7.785 18.577
H 8.796 8.769 17.297
C 14.239 -3.546 14.933
N 13.852 -2.137 14.873
C 13.811 -1.428 16.020
C 13.451 -0.066 15.957
C 13.090 0.480 14.756
C 13.195 -0.350 13.605
C 13.545 -1.659 13.650
C 12.649 1.876 14.760
C 13.207 2.788 13.798
C 12.747 4.131 13.750
N 11.865 4.571 14.656
C 11.441 3.801 15.670
C 11.743 2.386 15.706
C 11.323 6.007 14.544
H 15.299 -3.692 14.725
H 13.624 -4.071 14.202
H 14.079 -4.040 15.891
H 14.016 -1.930 16.955
H 13.646 0.530 16.836
H 12.865 0.079 12.670
H 13.569 -2.312 12.790
H 13.937 2.507 13.053
H 13.045 4.899 13.052
H 10.673 4.160 16.339
H 11.337 1.687 16.422
H 10.618 6.117 15.368
H 10.774 6.147 13.612
H 12.087 6.781 14.616
C 14.553 11.940 18.600
C 13.484 11.091 17.949
C 14.158 10.095 16.871
O 14.313 10.914 15.678
C 14.670 10.202 14.477
N 12.890 10.257 19.098
H 12.610 10.837 19.877
H 12.053 9.718 18.924
H 13.595 9.622 19.443
H 15.066 12.465 17.794
H 15.306 11.396 19.171
H 14.134 12.688 19.272
H 12.572 11.570 17.593
H 13.435 9.357 16.525
H 15.091 9.602 17.142
H 14.073 9.299 14.344
H 15.713 9.889 14.520
H 14.498 10.753 13.552
C 12.126 15.677 15.417
C 12.003 17.116 14.882
C 12.722 17.356 13.494
O 11.958 16.620 12.598
C 12.369 16.596 11.239
N 10.505 17.601 14.790
H 10.061 17.264 15.632
H 10.561 18.608 14.735
H 9.962 17.253 14.013
H 13.118 15.302 15.671
H 11.830 14.819 14.813
H 11.541 15.524 16.324
H 12.518 17.683 15.658
H 13.779 17.170 13.681
H 12.759 18.376 13.110
H 12.110 17.557 10.796
H 11.726 15.917 10.679
H 13.437 16.399 11.139
C 10.366 9.281 4.655
C 11.723 9.016 5.231
C 11.586 8.757 6.764
O 10.693 7.707 7.017
C 10.642 7.135 8.358
N 12.224 7.766 4.445
H 11.617 6.990 4.668
H 12.117 7.834 3.442
H 13.208 7.609 4.609
H 9.747 8.388 4.738
H 10.231 9.609 3.624
H 9.839 10.002 5.280
H 12.544 9.721 5.096
H 11.359 9.681 7.298
H 12.527 8.396 7.178
H 10.391 6.075 8.311
H 9.891 7.695 8.915
H 11.615 7.262 8.834
C 9.995 9.807 14.276
C 9.842 10.453 12.806
C 10.947 11.557 12.587
O 11.149 11.980 11.246
C 10.438 13.161 10.928
N 9.999 9.363 11.731
H 10.124 9.806 10.832
H 10.752 8.745 11.995
H 9.131 8.849 11.676
H 9.786 10.624 14.967
H 10.990 9.457 14.548
H 9.222 9.165 14.699
H 8.856 10.914 12.749
H 11.908 11.084 12.790
H 10.769 12.316 13.349
H 10.764 14.060 11.453
H 9.360 13.008 10.975
H 10.569 13.425 9.878
C 16.582 11.120 5.603
C 16.531 10.580 7.027
C 15.063 10.710 7.648
O 15.153 10.600 9.074
C 13.900 10.994 9.722
N 16.982 9.138 7.025
H 17.927 9.025 6.688
H 17.022 8.673 7.920
H 16.457 8.457 6.496
H 17.590 10.919 5.238
H 16.576 12.208 5.553
H 15.954 10.672 4.833
H 17.249 11.032 7.712
H 14.371 9.940 7.303
H 14.626 11.665 7.356
H 13.857 12.082 9.687
H 14.042 10.647 10.746
H 12.991 10.480 9.409
B 8.402 12.386 16.969
F 9.420 13.116 16.447
F 7.536 12.065 15.958
F 8.827 11.333 17.667
F 7.761 13.356 17.771
B 7.704 10.301 9.505
F 7.405 10.692 10.805
F 9.015 10.642 9.358
F 7.450 8.953 9.318
F 6.909 11.047 8.630
B 6.196 8.459 13.315
F 6.577 7.791 14.452
F 4.938 8.162 13.056
F 6.348 9.815 13.589
F 7.055 8.229 12.378
B 12.942 7.712 11.747
F 14.352 7.597 11.803
F 12.405 6.483 11.774
F 12.508 8.437 12.805
F 12.456 8.425 10.646
B 7.872 14.845 13.357
F 7.230 15.700 14.247
F 7.006 14.640 12.338
F 9.094 15.323 12.890
F 8.157 13.728 14.054
B 11.406 7.344 17.848
F 11.017 7.949 18.979
F 11.320 8.206 16.837
F 12.703 6.990 18.009
F 10.616 6.204 17.639
```

=====

# 5
Entry from the OMol25 dataset: a molecular structure, C9H10InNO6 at a distorted geometry (ωB97M-V with the def2-TZVPD basis set).

The HOMO-LUMO gap (alpha / beta) comes out at 6.2898 / 6.2907 eV. For the strongest force on any atom, the calculation gives 0.298 hartree/bohr. The total charge is +2.

The geometry in XYZ format:
```
27
C9H10InNO6, DFT ωB97M-V with the def2-TZVPD basis set
O 0.770 -2.205 -2.561
C 0.138 -1.309 -2.220
In -0.893 0.138 -1.700
C -1.970 1.604 -1.291
O -2.631 2.505 -1.041
C -1.594 0.312 -3.702
O -2.303 1.192 -4.116
C -2.370 -0.968 -1.537
O -3.269 -1.676 -1.426
C 0.417 1.295 -2.316
O 1.249 1.995 -2.688
H -1.258 -0.493 -4.398
C 1.721 -0.256 3.151
N 0.559 -0.207 2.274
C -0.773 -0.312 2.860
C 0.681 -0.065 0.910
C 2.031 0.052 0.229
O -0.349 -0.032 0.239
H 1.434 -0.373 4.217
H 2.300 0.688 3.066
H 2.361 -1.124 2.885
H -1.361 0.603 2.627
H -1.300 -1.197 2.445
H -0.743 -0.422 3.964
H 2.157 -0.770 -0.503
H 2.104 1.027 -0.288
H 2.891 -0.002 0.922
```

=====

# 6
Entry from the OMol25 dataset: a molecular structure, C13H19Cl2GdN at a distorted geometry (ωB97M-V with the def2-TZVPD basis set).

As for the multiplicity: 8. The HOMO-LUMO gap (alpha / beta) comes out at 4.1017 / 5.4383 eV. For the strongest force on any atom, the calculation gives 0.107 hartree/bohr. As for the expectation value of S²: 16.743. The total charge is -1.

The geometry in XYZ format:
```
36
C13H19Cl2GdN, DFT ωB97M-V with the def2-TZVPD basis set
Gd -0.229 2.691 1.852
Cl -2.517 3.420 1.276
Cl 0.620 3.498 4.002
C 1.419 -0.445 -1.698
H 1.166 -1.443 -1.266
H 2.281 -0.065 -1.089
C 0.227 0.511 -0.992
C 1.955 -0.696 -2.985
H -0.166 0.036 -0.086
C 1.585 0.160 -4.104
H 2.561 -1.585 -3.138
C 1.203 1.604 -3.648
H 2.400 0.233 -4.839
H 0.717 -0.287 -4.621
C -0.260 1.727 -3.255
H 1.834 1.916 -2.811
H 1.394 2.274 -4.499
C -0.663 1.318 -1.804
H -0.587 2.767 -3.409
H -0.862 1.136 -3.959
H -0.972 2.241 -1.249
H -1.604 0.741 -1.911
C -1.323 -3.325 3.937
C -0.961 -1.992 3.361
C 0.320 -1.791 2.839
C 0.660 -0.566 2.298
N -0.230 0.476 2.288
C -1.490 0.281 2.789
C -1.871 -0.938 3.327
H -1.138 -4.130 3.215
H -0.723 -3.547 4.829
H -2.378 -3.349 4.222
H 1.060 -2.590 2.840
H 1.628 -0.358 1.841
H -2.172 1.142 2.729
H -2.882 -1.062 3.717
```

=====

# 7
Entry from the OMol25 dataset: a single C4H8FNO2 molecule at a distorted geometry (ωB97M-V with the def2-TZVPD basis set).

As for the SMILES: C[C@@H](F)CONC=O. The HOMO-LUMO gap comes out at 11.0432 eV. For the strongest force on any atom, the calculation gives 0.052 hartree/bohr.

The geometry in XYZ format:
```
16
C4H8FNO2, DFT ωB97M-V with the def2-TZVPD basis set
C 2.284 0.370 -0.076
C 1.020 1.318 -0.252
F 0.899 1.599 -1.570
C -0.244 0.593 0.199
O -0.531 -0.586 -0.576
N -1.918 -0.790 -0.463
C -2.235 -1.642 0.578
O -1.460 -2.263 1.261
H 2.152 -0.550 -0.630
H 3.158 0.824 -0.537
H 2.438 0.117 0.989
H 1.139 2.268 0.301
H -0.127 0.356 1.296
H -1.121 1.258 0.118
H -2.134 -1.159 -1.380
H -3.318 -1.711 0.744
```

=====

# 8
Entry from the OMol25 dataset: 7 unconnected molecules or ions with the total composition H14O7 at a distorted geometry (ωB97M-V with the def2-TZVPD basis set).

As for the SMILES: O.O.O.O.O.O.O. The HOMO-LUMO gap comes out at 9.0874 eV. For the strongest force on any atom, the calculation gives 0.155 hartree/bohr.

The geometry in XYZ format:
```
21
H14O7, DFT ωB97M-V with the def2-TZVPD basis set
O 0.582 0.359 0.786
H 0.226 1.065 1.337
H 0.435 0.669 -0.115
O 2.043 -1.036 0.873
H 1.320 -1.068 0.237
H 2.815 -0.812 0.340
O -1.584 -2.756 -1.903
H -2.058 -2.244 -1.239
H -2.024 -2.531 -2.731
O 1.849 1.649 -0.025
H 2.263 2.170 0.673
H 2.151 0.749 0.145
O -1.892 2.941 -2.783
H -2.258 2.061 -2.926
H -1.058 2.929 -3.266
O 0.589 -3.258 0.648
H 1.020 -4.110 0.519
H 0.005 -3.172 -0.114
O -1.596 2.220 2.617
H -1.846 1.401 2.175
H -0.924 1.947 3.253
```

=====

# 9
Entry from the OMol25 dataset: a single C18H20ClFN4O2 molecule (ωB97M-V with the def2-TZVPD basis set).

As for the SMILES: COc1cc/c(=N\C(=O)CC2CN(Cc3ccc(F)c(C)c3Cl)C2)[nH]n1. The HOMO-LUMO gap comes out at 8.4482 eV. For the strongest force on any atom, the calculation gives 0.001 hartree/bohr.

The geometry in XYZ format:
```
46
C18H20ClFN4O2, DFT ωB97M-V with the def2-TZVPD basis set
C -1.728 -1.530 -5.995
O -0.637 -1.745 -5.099
C -0.583 -0.943 -4.026
C 0.509 -1.158 -3.126
C 0.624 -0.389 -2.028
C -0.367 0.641 -1.781
N -0.481 1.505 -0.803
C 0.439 1.540 0.225
O 1.420 0.821 0.358
C 0.097 2.579 1.271
C -1.138 2.162 2.050
C -1.043 0.913 2.947
N -1.828 1.624 3.973
C -1.424 1.425 5.344
C -2.307 2.160 6.322
C -3.514 2.722 5.922
C -4.323 3.397 6.820
C -3.912 3.502 8.131
F -4.709 4.166 8.998
C -2.729 2.957 8.606
C -2.325 3.082 10.045
C -1.953 2.288 7.662
Cl -0.467 1.557 8.209
C -1.484 2.916 3.346
N -1.334 0.712 -2.729
N -1.480 -0.038 -3.837
H -1.603 -2.262 -6.786
H -2.679 -1.679 -5.483
H -1.698 -0.519 -6.399
H 1.220 -1.940 -3.356
H 1.421 -0.498 -1.312
H 0.952 2.679 1.940
H -0.087 3.536 0.776
H -2.000 2.100 1.387
H -1.481 -0.022 2.595
H -0.005 0.732 3.260
H -1.459 0.353 5.562
H -0.378 1.736 5.499
H -3.815 2.607 4.890
H -5.264 3.838 6.520
H -1.360 3.583 10.131
H -3.065 3.648 10.605
H -2.218 2.098 10.502
H -0.589 3.370 3.799
H -2.285 3.656 3.323
H -2.043 1.418 -2.593
```

=====

# 10
Entry from the OMol25 dataset: a single C3H4O2 molecule at a distorted geometry (ωB97M-V with the def2-TZVPD basis set).

As for the SMILES: C=COC=O. The HOMO-LUMO gap comes out at 10.6754 eV. For the strongest force on any atom, the calculation gives 0.142 hartree/bohr.

The geometry in XYZ format:
```
9
C3H4O2, DFT ωB97M-V with the def2-TZVPD basis set
C 1.218 0.706 -0.102
C 0.800 -0.495 -0.111
O -0.396 -0.923 -0.078
C -1.609 -0.287 0.031
O -1.864 0.844 -0.121
H 0.518 1.425 0.102
H 2.310 1.283 0.252
H 1.413 -1.407 -0.053
H -2.389 -1.145 0.079
```